(1)
Here is a structure of composition H24O12Xe from the Open Molecules 2025 dataset. Energies are from ωB97M-V with the def2-TZVPD basis set.

Geometry as ORCA input:
```
! RIJCOSX wB97M-V def2-TZVPD def2/J DEFGRID3
* xyz 0 1
Xe -9.659 -10.961 -3.567
O -9.123 -7.470 -6.339
H -8.493 -8.077 -5.950
H -9.779 -8.034 -6.748
O -12.375 -10.579 -1.220
H -13.223 -10.731 -0.804
H -12.173 -9.664 -1.027
O -10.455 -12.599 -0.341
H -10.222 -12.454 0.576
H -11.115 -11.932 -0.529
O -6.197 -12.767 -3.891
H -6.504 -11.896 -3.639
H -6.436 -13.329 -3.155
O -12.852 -12.138 -3.589
H -12.800 -11.566 -2.824
H -13.529 -12.778 -3.365
O -12.367 -11.075 -6.023
H -12.364 -11.313 -5.096
H -12.464 -11.907 -6.484
O -11.018 -13.864 -4.778
H -11.547 -13.207 -4.325
H -10.567 -14.334 -4.077
O -5.941 -9.716 -3.248
H -6.001 -8.767 -3.141
H -5.086 -9.858 -3.655
O -7.717 -13.783 -1.616
H -8.486 -13.217 -1.544
H -7.124 -13.471 -0.933
O -7.096 -8.933 -5.867
H -6.777 -9.303 -5.044
H -7.135 -9.679 -6.466
O -13.203 -8.994 -4.054
H -12.900 -8.164 -3.686
H -12.712 -9.087 -4.871
O -7.957 -13.349 -5.905
H -8.608 -13.936 -5.523
H -7.374 -13.131 -5.178
*
```

E_HOMO = -10.141 eV

(2)
Here is a structure of composition C20H40CdP2Si from the Open Molecules 2025 dataset. Energies are from ωB97M-V with the def2-TZVPD basis set.

Geometry as ORCA input:
```
! RIJCOSX wB97M-V def2-TZVPD def2/J DEFGRID3
* xyz 0 1
P -0.093 3.116 -1.055
P -2.179 -0.451 -0.795
C -0.092 1.304 -1.544
C -1.462 0.741 -1.961
H 0.296 0.767 -0.660
H 0.606 1.167 -2.387
H -2.222 1.549 -2.062
H -1.408 0.214 -2.924
C -1.382 -2.047 -0.662
H -2.113 -2.759 -0.236
H -0.535 -1.968 0.032
H -1.064 -2.400 -1.652
C -3.877 -0.743 -1.310
H -3.982 -1.787 -1.634
H -4.150 -0.078 -2.136
H -4.542 -0.560 -0.458
C 1.424 3.119 0.009
H 1.133 3.611 0.947
H 2.223 3.708 -0.455
H 1.801 2.113 0.248
C 0.625 3.896 -2.562
H 0.216 3.440 -3.469
H 1.722 3.847 -2.574
H 0.323 4.952 -2.523
Cd 2.645 -0.827 0.468
C 1.900 -1.872 -1.483
C 2.335 -2.816 -0.560
C 3.702 -3.465 -0.682
C 4.868 -2.472 -0.970
C 4.715 -1.078 -0.378
C 4.075 -0.020 -1.034
C 3.513 -0.133 -2.437
C 2.707 -1.430 -2.670
C 1.275 -0.357 2.031
H 0.834 -1.653 -1.605
H 1.600 -3.330 0.072
H 3.707 -4.243 -1.470
H 3.936 -3.999 0.248
H 5.778 -2.911 -0.530
H 5.049 -2.414 -2.056
H 5.500 -0.825 0.357
H 4.316 1.015 -0.750
H 4.324 -0.073 -3.182
H 2.875 0.744 -2.649
H 2.013 -1.231 -3.505
H 3.379 -2.232 -3.000
H 1.132 -1.327 2.545
H 0.285 0.028 1.737
H 1.748 0.339 2.741
C -4.369 2.542 3.036
Si -3.762 0.790 3.315
C -3.048 0.439 5.004
C -5.147 -0.436 2.959
C -2.562 0.532 1.930
C -2.143 0.277 0.796
H -5.221 2.807 3.672
H -4.680 2.626 1.985
H -3.560 3.269 3.203
H -3.711 0.822 5.793
H -2.944 -0.645 5.152
H -2.057 0.896 5.138
H -5.437 -0.352 1.904
H -4.792 -1.460 3.129
H -6.042 -0.274 3.573
*
```

E_HOMO (alpha / beta) = -3.554 / -3.169 eV

(3)
Here is an isolated molecule of C3H6N2 from the Open Molecules 2025 dataset. Energies are from ωB97M-V with the def2-TZVPD basis set.

Geometry as ORCA input:
```
! RIJCOSX wB97M-V def2-TZVPD def2/J DEFGRID3
* xyz 0 1
C -1.914 1.813 0.096
C -1.268 0.692 -0.073
N -0.649 -0.359 -0.262
N 0.651 -0.335 0.363
C 1.555 -1.255 -0.309
H -2.532 1.976 0.970
H -1.785 2.611 -0.626
H 0.485 -0.658 1.312
H 1.258 -2.312 -0.267
H 2.538 -1.136 0.155
H 1.651 -0.960 -1.357
*
```

E_HOMO = -8.834 eV
SMILES = C=C=NNC

(4)
Here is an isolated molecule of C4H7N3 from the Open Molecules 2025 dataset. Energies are from ωB97M-V with the def2-TZVPD basis set.

Geometry as ORCA input:
```
! RIJCOSX wB97M-V def2-TZVPD def2/J DEFGRID3
* xyz 0 1
H -0.060 0.550 -3.244
N 0.377 0.970 -2.427
C -0.131 0.527 -1.347
C -1.196 -0.483 -1.352
N -2.065 -1.243 -1.443
N 0.228 1.037 -0.107
C 0.798 0.108 0.894
C -0.231 -0.711 1.666
H 0.845 1.830 -0.269
H 1.537 -0.557 0.420
H 1.349 0.738 1.600
H -0.835 -1.346 1.009
H -0.907 -0.055 2.225
H 0.292 -1.366 2.375
*
```

E_HOMO = -10.026 eV
SMILES = [H]/N=C(\C#N)NCC

(5)
Here is a structure of composition C23H27BrMnN9S from the Open Molecules 2025 dataset. Energies are from ωB97M-V with the def2-TZVPD basis set.

Geometry as ORCA input:
```
! RIJCOSX wB97M-V def2-TZVPD def2/J DEFGRID3
* xyz 1 2
Mn -0.259 0.470 -0.488
N 2.252 1.217 3.057
C 3.153 0.305 2.562
C 4.373 -0.146 3.036
C 5.013 -1.114 2.286
C 4.460 -1.606 1.101
C 3.246 -1.158 0.624
C 2.577 -0.191 1.370
N 1.360 0.412 1.173
C 1.194 1.251 2.195
C 0.004 2.036 2.346
C -0.399 2.813 3.415
S -1.938 3.515 3.106
C -1.942 2.722 1.567
N -0.894 2.009 1.313
H 2.386 1.801 3.866
H 4.799 0.244 3.948
H 5.961 -1.500 2.625
H 5.006 -2.355 0.547
H 2.820 -1.525 -0.297
H 0.100 3.001 4.340
H -2.769 2.825 0.893
C -2.777 -4.092 2.133
N -2.523 -2.665 2.073
C -2.291 -2.040 3.360
C -2.026 -2.051 0.951
N -1.242 -1.038 0.953
N -2.490 -2.567 -0.247
C -2.219 -2.114 -1.517
N -2.833 -2.844 -2.492
N -1.498 -1.083 -1.752
H -3.379 -4.306 3.013
H -1.845 -4.661 2.207
H -3.332 -4.451 1.269
H -3.021 -2.428 4.067
H -2.446 -0.965 3.281
H -1.290 -2.236 3.757
H -0.903 -0.799 1.881
H -3.220 -3.261 -0.185
H -3.214 -3.753 -2.300
H -2.591 -2.659 -3.450
H -1.385 -0.910 -2.750
C -3.589 3.950 -2.953
C -2.159 3.616 -3.395
C -1.551 2.768 -2.415
N -1.145 2.088 -1.578
H -4.060 4.591 -3.691
H -3.582 4.468 -1.997
H -4.178 3.042 -2.853
H -1.564 4.528 -3.499
H -2.164 3.101 -4.360
Br 5.066 0.397 -4.779
C 3.570 0.362 -3.588
C 2.796 -0.783 -3.500
C 1.713 -0.796 -2.634
C 1.371 0.310 -1.850
C 2.189 1.440 -1.968
C 3.277 1.477 -2.826
H 3.037 -1.650 -4.098
H 1.130 -1.708 -2.572
H 1.978 2.327 -1.376
H 3.888 2.365 -2.903
*
```

E_HOMO (alpha / beta) = -9.635 / -9.310 eV
<S²> = 1.087

(6)
Here is an isolated molecule of C5H8N2 from the Open Molecules 2025 dataset. Energies are from ωB97M-V with the def2-TZVPD basis set.

Geometry as ORCA input:
```
! RIJCOSX wB97M-V def2-TZVPD def2/J DEFGRID3
* xyz 0 1
C 0.295 1.475 1.524
C 0.292 0.291 0.631
C 0.545 -1.015 0.934
N 0.259 -1.787 -0.131
N -0.272 -1.060 -1.105
C -0.271 0.172 -0.641
C -0.766 1.361 -1.441
H 0.710 1.276 2.564
H -0.751 1.725 1.720
H 0.956 2.329 1.317
H 0.979 -1.297 1.943
H 0.274 -2.759 -0.214
H -1.783 1.721 -0.988
H 0.000 2.173 -1.226
H -0.860 1.067 -2.499
*
```

E_HOMO = -9.088 eV
SMILES = Cc1c[nH]nc1C

(7)
Here is the ion CH5BrN with charge +1 from the Open Molecules 2025 dataset. Energies are from ωB97M-V with the def2-TZVPD basis set.

Geometry as ORCA input:
```
! RIJCOSX wB97M-V def2-TZVPD def2/J DEFGRID3
* xyz 1 3
C 0.415 -0.678 -0.061
N -0.511 0.538 0.011
Br 2.121 0.086 0.345
H -0.011 -1.440 0.804
H 0.396 -1.036 -1.155
H -1.695 0.378 0.165
H -0.200 1.076 0.741
H -0.514 1.076 -0.851
*
```

E_HOMO (alpha / beta) = -10.071 / -16.374 eV
<S²> = 2.004

(8)
Here is a cluster of 2 separate species, C6H12N2 in total from the Open Molecules 2025 dataset. Energies are from ωB97M-V with the def2-TZVPD basis set.

Geometry as ORCA input:
```
! RIJCOSX wB97M-V def2-TZVPD def2/J DEFGRID3
* xyz 0 1
C 1.994 0.913 -0.763
N 1.091 0.579 0.309
C 0.767 -0.625 0.566
C 1.065 -1.813 -0.313
C -0.276 -0.825 1.593
H 2.966 0.406 -0.650
H 1.594 0.636 -1.738
H 2.172 1.986 -0.729
H 2.076 -1.764 -0.710
H 0.378 -1.824 -1.160
H 0.931 -2.740 0.238
H -0.399 0.057 2.209
H -0.061 -1.673 2.242
H -1.265 -0.856 1.011
C -1.358 1.564 -0.729
C -2.296 0.851 -0.152
N -3.349 0.412 0.291
H -1.182 1.508 -1.790
H -0.698 2.180 -0.140
H -4.150 1.028 0.415
*
```

E_HOMO = -8.572 eV
SMILES = CN=C(C)C.C=C=N

What did we get for ΔE to the lowest compared entry with this formula, charge and spin? Answer: 74.8, 0.0, 267.5, 65.8, 188.9, 91.2, 128.7, 241.9 kJ/mol, in the order shown.
What did we get for F_max? Answer: 1.29, 2.24, 0.77, 1.27, 1.89, 3.27, 8.55, 2.53 eV/A, in the order shown.